(1)
This record from the Open Molecules 2025 dataset describes C19H15Br30IN3O2P as an isolated structure at a distorted geometry. The level of theory is ωB97M-V/def2-TZVPD.

Structure (XYZ):
```
71
Properties=species:S:1:pos:R:3:mulliken_charge:R:1
O 3.647 1.565 3.144 -0.5686
C 3.176 1.005 2.242 0.8917
N 2.832 0.644 1.114 -0.3343
C 2.123 -0.630 1.310 0.2657
C 0.754 -0.638 1.243 -0.3320
C 0.060 -1.878 1.467 0.5384
P -1.758 -2.095 1.464 -0.0716
O -2.359 -0.789 0.662 -0.2901
I -2.345 -1.662 3.845 -0.1458
C 0.790 -3.015 1.735 -0.6525
C 2.213 -3.018 1.805 -0.3073
N 2.851 -4.191 2.087 -0.6248
C 4.157 -4.059 2.127 -0.0684
C 4.847 -2.819 1.927 -0.5056
N 4.254 -1.685 1.646 -0.1540
C 2.898 -1.803 1.590 0.3416
H 0.204 0.271 1.022 0.5915
H -3.203 -0.493 1.039 0.1147
H 0.270 -3.953 1.930 0.4115
H 4.744 -4.952 2.330 0.3568
H 5.949 -2.807 2.013 0.4033
C 4.846 1.323 -2.439 0.6225
Br 5.830 0.598 -3.934 -0.0503
Br 3.030 1.758 -2.921 -0.0398
Br 4.916 0.165 -0.900 0.0658
H 5.333 2.252 -2.156 -0.5861
C 8.989 -5.358 2.211 -0.3928
Br 9.273 -5.929 0.395 -0.0211
Br 10.623 -4.764 3.043 -0.0286
Br 7.599 -4.014 2.321 0.1679
H 8.642 -6.218 2.767 0.3787
C -6.360 -0.467 0.167 -0.3206
Br -8.272 -0.305 0.301 0.0193
Br -5.722 -0.010 -1.588 0.0830
Br -5.461 0.554 1.543 -0.1065
H -6.116 -1.508 0.335 0.4137
C -10.521 0.591 4.265 -0.3279
Br -11.441 2.195 3.721 -0.0106
Br -11.416 -0.995 3.629 -0.0163
Br -8.670 0.618 3.733 0.0154
H -10.545 0.560 5.345 0.3281
C 6.295 3.758 0.804 -0.3443
Br 5.990 4.199 -1.050 -0.0072
Br 4.630 3.695 1.760 -0.0012
Br 7.305 2.127 1.011 -0.0159
H 6.897 4.549 1.229 0.3399
C -8.306 -2.251 -4.325 -0.0536
Br -7.395 -0.769 -5.165 0.0707
Br -7.204 -3.117 -3.003 -0.0372
Br -10.009 -1.717 -3.599 0.0058
H -8.503 -2.979 -5.098 0.0266
C 6.743 0.127 5.800 -0.3412
Br 7.715 -1.219 4.813 -0.0010
Br 7.749 1.765 5.951 -0.0309
Br 5.001 0.439 5.034 0.0398
H 6.603 -0.254 6.802 0.3678
C -6.765 3.893 -3.295 -0.3532
Br -4.980 3.582 -2.640 -0.0185
Br -7.086 2.987 -4.967 -0.0044
Br -8.097 3.444 -1.976 0.0140
H -6.850 4.953 -3.488 0.3325
C -9.121 -2.282 -8.473 -0.2177
Br -8.072 -3.682 -7.661 -0.0286
Br -8.942 -2.282 -10.391 -0.0368
Br -10.964 -2.371 -7.921 0.0024
H -8.725 -1.342 -8.113 0.2658
C 7.070 8.050 -2.009 -0.2905
Br 7.852 9.547 -2.937 -0.0429
Br 8.240 7.374 -0.635 -0.0127
Br 5.325 8.473 -1.309 0.0034
H 6.940 7.258 -2.733 0.3149
```

Properties
ΔE to the lowest compared entry with this formula, charge and spin ... 0.0 kJ/mol
Frontier orbital gap ... 7.79 eV
Lowest unoccupied orbital energy ... -0.9 eV
Maximum force ... 2.6 eV Å⁻¹



(2)
This record from the Open Molecules 2025 dataset describes C19H15BrCsN4O3 as an isolated structure. The level of theory is ωB97M-V/def2-TZVPD.

Structure (XYZ):
```
43
Properties=species:S:1:pos:R:3:mulliken_charge:R:1
Cs 0.662 0.022 -0.590 1.0263
Br 4.289 -6.282 3.047 -0.2855
C 3.691 -4.590 2.414 -0.1365
C 4.466 -3.886 1.484 -0.3165
C 4.052 -2.667 1.022 -0.7786
C 2.829 -2.053 1.461 0.0390
O 2.447 -0.941 1.019 -0.8502
C 2.055 -2.811 2.419 0.9790
C 0.794 -2.358 2.946 -0.4654
N 0.184 -1.246 2.721 -0.2760
C -0.982 -1.026 3.445 -0.1809
C -1.094 -1.321 4.789 -0.2355
C -2.287 -1.093 5.496 -0.6710
C -3.376 -0.557 4.871 -0.8867
C -3.293 -0.193 3.507 1.1962
C -4.377 0.400 2.820 -0.6543
C -4.215 0.774 1.519 -0.7517
C -2.962 0.563 0.903 -0.1144
N -1.946 -0.008 1.496 -0.2177
C -2.091 -0.400 2.786 0.1030
C 2.506 -4.064 2.861 -0.5149
H 5.395 -4.313 1.127 0.3832
H 4.648 -2.125 0.299 0.3941
H 0.325 -3.098 3.612 0.4221
H -0.235 -1.721 5.313 0.5562
H -2.330 -1.349 6.548 0.3665
H -4.304 -0.382 5.401 0.3308
H -5.313 0.554 3.344 0.3792
H -5.010 1.241 0.952 0.3724
H -2.800 0.912 -0.110 0.4482
H 1.905 -4.619 3.574 0.3619
C -2.595 3.843 -2.691 -0.9589
C -1.508 2.809 -2.474 0.5955
N -0.537 2.737 -3.394 -0.2511
O -1.546 2.075 -1.488 -0.6031
H -2.453 4.445 -3.587 0.3300
H -2.633 4.494 -1.820 0.2509
H -3.548 3.320 -2.758 0.2512
H -0.594 3.295 -4.226 0.1865
H 0.189 1.998 -3.354 0.2382
O 2.405 -0.182 -5.466 -0.6878
C 1.964 0.240 -4.428 0.4535
N 1.526 0.667 -3.410 -0.8273
```

Properties
ΔE to the lowest compared entry with this formula, charge and spin ... 7.3 kJ/mol
Frontier orbital gap ... 6.47 eV
Charge ... -1
Lowest unoccupied orbital energy ... 2.1 eV
Maximum force ... 0.9 eV Å⁻¹



(3)
This record from the Open Molecules 2025 dataset describes C19H15Cl3N2O6RuS2 as an isolated structure. The level of theory is ωB97M-V/def2-TZVPD.

Structure (XYZ):
```
48
Properties=species:S:1:pos:R:3:mulliken_charge:R:1
Ru -0.084 0.267 -0.766 0.4563
C -4.430 1.096 -1.764 -0.5821
O -4.887 0.277 -0.691 -0.5214
C -4.146 0.039 0.428 0.0104
C -4.873 -0.300 1.544 -0.5515
C -4.259 -0.591 2.769 -0.7128
C -2.900 -0.528 2.857 -1.2128
C -2.104 -0.209 1.728 0.9908
C -0.694 -0.206 1.983 -0.5429
N 0.261 -0.109 1.116 1.0514
N 1.581 -0.159 1.512 -1.3950
C 2.370 0.064 0.493 0.8361
O 1.956 0.290 -0.709 -1.0121
C 3.836 0.049 0.726 0.3707
C 4.695 0.256 -0.348 -0.4515
C 6.068 0.246 -0.150 -0.6457
C 6.586 0.030 1.118 -0.3779
C 5.729 -0.176 2.192 -0.6563
C 4.358 -0.167 1.998 -0.1862
C -2.718 0.076 0.473 1.2840
O -2.087 0.382 -0.625 -0.5536
H -5.313 1.264 -2.377 0.3234
H -3.656 0.610 -2.352 0.1658
H -4.053 2.054 -1.402 0.2598
H -5.951 -0.325 1.442 0.4520
H -4.860 -0.847 3.630 0.3835
H -2.399 -0.734 3.796 0.3628
H -0.370 -0.311 3.014 0.4101
H 4.275 0.424 -1.330 0.4241
H 6.733 0.409 -0.988 0.3982
H 7.658 0.023 1.272 0.3810
H 6.131 -0.343 3.182 0.3887
H 3.679 -0.325 2.825 0.4442
Cl 0.910 4.686 -2.550 -0.1272
C -0.419 4.183 -1.497 0.8061
Cl -0.406 5.121 -0.012 -0.1192
Cl -1.968 4.377 -2.329 -0.1198
C -0.237 2.689 -1.195 0.0571
O -0.108 2.268 -0.027 -0.3657
O -0.228 1.864 -2.145 -0.4155
C -0.601 -4.584 -2.183 -0.7335
O -0.460 -3.349 -2.911 -0.3295
C -0.303 -2.258 -2.214 0.7067
S -0.249 -2.118 -0.543 -0.2292
S -0.156 -0.753 -2.925 -0.0950
H -0.705 -5.354 -2.939 0.2427
H -1.489 -4.541 -1.553 0.3644
H 0.286 -4.759 -1.576 0.3660
```

Properties
ΔE to the lowest compared entry with this formula, charge and spin ... 28.2 kJ/mol
Frontier orbital gap ... 6.36 eV
Lowest unoccupied orbital energy ... -1.4 eV
Maximum force ... 0.3 eV Å⁻¹



(4)
This record from the Open Molecules 2025 dataset describes C19H15Cl3N4Pt as an isolated structure. The level of theory is ωB97M-V/def2-TZVPD.

Structure (XYZ):
```
42
Properties=species:S:1:pos:R:3:mulliken_charge:R:1
Pt -0.050 0.870 0.217 0.9082
C 2.421 0.249 -1.894 -1.4838
C 2.873 0.087 -0.478 0.9365
C 4.211 -0.095 -0.147 -0.6910
C 4.578 -0.258 1.173 -0.6695
C 3.601 -0.260 2.161 -0.5081
C 2.291 -0.076 1.792 0.7990
N 1.943 0.109 0.493 -0.1887
C 1.148 -0.146 2.738 0.4695
C 1.196 -0.404 4.098 -0.5429
C -0.007 -0.521 4.783 -0.8013
C -1.222 -0.427 4.114 -0.5436
C -1.197 -0.170 2.755 0.4529
N -0.030 -0.001 2.143 -0.2765
C -2.346 -0.131 1.820 0.8063
C -3.652 -0.327 2.197 -0.5000
C -4.633 -0.349 1.212 -0.6528
C -4.273 -0.195 -0.112 -0.6999
C -2.939 -0.001 -0.450 0.9767
C -2.493 0.153 -1.869 -1.4973
N -2.006 0.044 0.518 -0.2113
H 3.239 0.053 -2.582 0.4173
H 2.067 1.266 -2.076 0.2848
H 1.609 -0.444 -2.114 0.2996
H 4.951 -0.108 -0.934 0.4103
H 5.618 -0.399 1.437 0.4724
H 3.864 -0.421 3.197 0.3805
H 2.136 -0.527 4.615 0.3971
H 0.002 -0.717 5.847 0.4674
H -2.153 -0.570 4.643 0.3974
H -3.909 -0.477 3.236 0.3831
H -5.670 -0.501 1.482 0.4735
H -5.017 -0.226 -0.896 0.4078
H -3.312 -0.053 -2.553 0.4161
H -1.677 -0.538 -2.087 0.3055
H -2.146 1.170 -2.062 0.2892
Cl -0.193 5.930 0.761 -0.0595
C 0.124 5.396 -0.885 0.7988
Cl -1.113 5.941 -1.994 -0.0425
Cl 1.729 5.852 -1.416 -0.0473
C 0.076 3.909 -0.866 -0.1253
N 0.057 2.764 -0.883 -0.4085
```

Properties
Frontier orbital gap (spin up / spin down) ... 7.99 / 6.64 eV
Charge ... +2
Lowest unoccupied orbital energy (spin up / spin down) ... -6.8 / -8.6 eV
Maximum force ... 0.5 eV Å⁻¹
Multiplicity ... 3



(5)
This record from the Open Molecules 2025 dataset describes C19H15ClNa as an isolated structure at a distorted geometry. The level of theory is ωB97M-V/def2-TZVPD.

Structure (XYZ):
```
36
Properties=species:S:1:pos:R:3:mulliken_charge:R:1
C -1.285 0.717 -1.959 0.1693
C -2.174 1.327 -2.858 -0.8688
C -3.491 1.588 -2.473 -0.3822
C -3.911 1.258 -1.182 -0.8848
C -3.015 0.658 -0.294 -0.0718
C -1.704 0.352 -0.671 -0.7884
C -0.712 -0.285 0.340 2.7316
C -0.010 0.767 1.222 -0.1451
C -0.110 2.136 0.963 -0.1721
C 0.526 3.054 1.814 -0.8023
C 1.290 2.609 2.901 -0.5449
C 1.392 1.237 3.143 -0.9776
C 0.706 0.337 2.340 -0.0477
Cl -1.660 -1.294 1.496 -0.0826
C 0.308 -1.258 -0.336 -1.2235
C 1.582 -0.789 -0.694 0.4013
C 2.619 -1.708 -0.893 -0.7883
C 2.331 -3.078 -0.939 -0.5912
C 1.007 -3.504 -0.822 -0.5989
C 0.010 -2.609 -0.454 -0.3090
H -0.255 0.547 -2.263 0.3221
H -1.823 1.588 -3.858 0.4066
H -4.191 2.045 -3.173 0.4010
H -4.934 1.457 -0.857 0.3934
H -3.366 0.437 0.711 0.3853
H -0.700 2.496 0.113 0.3953
H 0.412 4.121 1.608 0.4190
H 1.797 3.327 3.555 0.3903
H 1.961 0.852 3.988 0.4073
H 0.617 -0.673 2.746 0.4157
H 1.774 0.297 -0.759 0.4550
H 3.657 -1.341 -0.960 0.3885
H 3.155 -3.805 -1.055 0.4038
H 0.724 -4.534 -1.019 0.4236
H -0.980 -3.006 -0.239 0.4505
Na 1.297 -2.451 1.824 0.9196
```

Properties
ΔE to the lowest compared entry with this formula, charge and spin ... 0.0 kJ/mol
Frontier orbital gap ... 8.26 eV
Charge ... +1
Lowest unoccupied orbital energy ... -3.8 eV
Maximum force ... 1.2 eV Å⁻¹



(6)
This record from the Open Molecules 2025 dataset describes C19H15MoN9O4S5 as an isolated structure. The level of theory is ωB97M-V/def2-TZVPD.

Structure (XYZ):
```
53
Properties=species:S:1:pos:R:3:mulliken_charge:R:1
Mo 0.054 -0.488 0.235 0.2801
N 1.881 0.798 -0.113 0.2760
N 3.088 0.139 0.171 -0.4625
C 3.055 -1.161 0.544 0.6303
N 4.167 -1.654 1.068 -0.3930
N 1.906 -1.812 0.312 0.1615
N 1.892 -3.200 0.559 0.6621
O 0.816 -3.700 0.672 -0.4658
O 2.958 -3.808 0.560 -0.7704
H 1.966 1.205 -1.043 0.3625
H 1.756 1.608 0.581 -0.1420
H 3.782 0.727 0.614 0.2448
H 4.932 -1.044 1.294 0.1732
H 4.227 -2.650 1.225 0.1987
S -3.381 -3.668 0.740 -0.2072
C -2.206 -2.578 0.576 0.3142
S -1.389 -1.645 1.792 -0.1603
S -1.386 -2.114 -0.893 -0.2075
S 1.453 3.275 1.704 -0.4644
C 0.418 2.641 2.920 0.6410
C -0.341 3.613 3.669 0.0571
N -0.945 4.383 4.273 -0.6755
C 0.150 1.339 3.238 0.6116
S 0.955 -0.045 2.518 -0.3094
C -0.816 1.030 4.247 -0.2407
N -1.603 0.756 5.043 -0.5809
O -3.785 4.974 4.401 -0.4831
C -4.189 4.820 3.136 0.1520
O -5.120 5.431 2.688 -0.5484
C -3.429 3.816 2.309 0.1868
C -2.736 4.258 1.190 -0.9698
C -2.038 3.353 0.414 0.1401
C -2.086 1.994 0.724 -0.0771
C -2.777 1.543 1.835 -0.4742
C -3.433 2.466 2.638 -0.1902
N -1.398 1.082 -0.165 0.4036
C -1.676 1.251 -1.408 -0.2871
C -0.894 0.576 -2.439 0.2813
C -1.136 0.745 -3.789 -0.9244
C -0.319 0.087 -4.697 -0.4584
C 0.711 -0.707 -4.224 -0.8255
C 0.889 -0.828 -2.855 -0.4369
N 0.108 -0.193 -1.983 0.5729
H -2.856 4.683 4.515 0.4714
H -2.726 5.313 0.948 0.3897
H -1.426 3.702 -0.408 0.5291
H -2.802 0.489 2.076 0.2057
H -3.953 2.119 3.521 0.4131
H -2.456 1.942 -1.712 0.5597
H -1.955 1.372 -4.116 0.5156
H -0.490 0.191 -5.760 0.4380
H 1.367 -1.243 -4.895 0.4410
H 1.660 -1.461 -2.433 0.4413
```

Properties
ΔE to the lowest compared entry with this formula, charge and spin ... 24.9 kJ/mol
Frontier orbital gap (spin up / spin down) ... 5.61 / 5.24 eV
Lowest unoccupied orbital energy (spin up / spin down) ... -2.2 / -2.5 eV
Maximum force ... 0.6 eV Å⁻¹
Multiplicity ... 3